# CHNO3S

2 unconnected molecules or ions with the total composition CHNO3S at a distorted geometry (wB97M-V/def2-TZVPD, the Open Molecules 2025 dataset).

```
7
Properties=species:S:1:pos:R:3
S -3.430 -0.442 0.412
O -1.705 1.901 0.191
O -1.982 -0.601 0.424
O -3.907 -0.336 -0.922
N 0.083 0.524 -0.095
C -1.018 1.029 -0.073
H 0.537 -0.348 -0.379
```

Computed properties:
Gap between HOMO and LUMO: 8.44 eV
ΔE to the lowest compared entry with this formula, charge and spin: 135.7 kJ/mol
Molar mass: 107.09 g/mol
LUMO energy: -1.92 eV
Highest occupied orbital energy: -10.36 eV